Density functional theory data (ωB97M-V/def2-TZVPD) for a molecular structure, C35H35CeI2N4O3P2Te at a distorted geometry.

```
83
Properties=species:S:1:pos:R:3:forces:R:3
I -4.312437 0.834156 -2.367192 0.444 0.026 0.051
H -2.172063 4.151635 1.134969 -0.524 0.067 -0.182
C -2.695098 -0.843516 1.711714 0.366 1.242 0.203
C 3.503694 -3.229930 -0.273431 0.818 2.054 -1.959
C -4.626423 -2.150510 1.026183 0.231 -0.169 -2.093
C 3.335114 -4.151410 0.698630 0.837 -1.715 1.136
H -0.682004 3.474593 1.673458 -0.495 -0.148 -0.893
C 1.535844 2.950946 -3.444474 -0.077 0.251 -0.930
H -0.010778 -4.084886 1.104733 0.338 0.718 -0.261
C 2.445513 -2.410714 -0.656274 -0.684 -1.071 0.185
H 4.493195 -3.111786 -0.776240 -0.878 -0.003 0.644
H 3.272131 3.385178 -4.272380 0.433 0.339 -0.262
H -3.103096 -1.714822 -4.759283 -0.384 -0.175 -0.042
C -1.049561 -1.259606 -5.227691 0.058 -0.427 -1.061
H -3.153886 -1.378242 -0.348990 -0.259 0.213 1.255
H -3.024772 1.755556 0.516276 0.346 0.231 0.327
C -1.523049 3.304038 0.954783 1.015 -1.385 0.617
H -3.063851 3.090092 -4.734750 0.261 -0.394 0.094
C -0.061892 -0.744456 3.520818 -0.487 -0.546 1.176
O 0.732484 1.981999 -3.199703 -0.980 -1.314 0.638
P -1.344256 0.316241 1.344659 0.460 0.521 -0.376
C 0.409686 -0.701096 4.860666 0.838 -1.141 -1.269
H 0.648151 2.638884 5.267087 0.069 -0.610 -0.037
C -0.998629 3.410923 -0.456363 -0.105 1.381 -0.110
C -2.104411 -1.604573 -4.393088 1.676 0.518 1.307
C -0.130043 1.634920 3.572730 -0.181 -1.224 0.370
C -4.236922 -1.682639 3.334288 -1.183 -0.521 0.894
C 2.641904 0.484084 1.408443 0.412 -0.691 0.615
H -2.742938 2.068230 2.210245 -0.332 -0.141 0.797
C 3.501544 -1.010638 3.078122 -0.802 -0.398 -0.670
H 1.996557 -5.199642 2.041943 0.026 0.615 -0.688
H 0.229152 4.400182 -1.678421 0.310 0.249 -0.102
H 4.220180 -4.728905 0.977641 -0.384 0.050 0.153
H -2.606859 -2.037978 -2.365693 0.029 0.085 0.143
H 3.696479 2.409170 1.355646 -0.045 -0.412 0.273
H -3.297878 1.388649 -5.255707 0.489 0.133 -0.390
C 4.384300 1.086700 2.919459 0.352 -1.131 0.828
H -5.973933 -2.785211 2.670497 0.748 0.170 -0.702
C -2.585786 2.103113 -4.830976 0.501 0.229 0.311
N 4.366055 -0.123960 3.531025 -0.421 0.637 -0.703
H 1.768462 -1.402715 1.765766 -0.481 -1.151 -0.121
O 1.360286 4.094436 -3.042019 0.258 0.409 0.397
H 3.831183 1.242959 -4.143009 0.099 -0.599 -0.019
C 0.245051 -1.046686 -4.722615 -0.594 0.723 -1.624
C 1.156675 -2.702859 -0.180250 -0.352 0.482 -0.101
H 2.538272 -1.619805 -1.366448 0.408 0.328 -0.321
H -2.564219 -0.473246 3.835870 0.138 0.147 0.265
I -0.745515 2.462177 -6.041085 -1.138 -0.379 0.401
C 0.470618 -1.250961 -3.397786 2.340 0.746 1.519
H -1.182783 -1.270416 -6.317973 -0.117 0.444 0.514
H 3.143586 1.234623 -5.602219 -0.020 0.332 -0.880
H -0.326097 -1.673299 2.998121 0.385 0.049 0.589
N 2.556901 2.689897 -4.330281 -0.291 -0.765 -0.122
C 0.779500 0.464931 5.472610 -0.607 0.626 -0.603
C -0.348531 -0.101515 -0.068775 -0.205 0.415 0.324
O -1.399021 2.690954 -1.401811 -0.603 -0.383 0.271
C 3.611637 1.421419 1.827233 -0.467 -0.134 -0.003
C -1.790068 -1.737613 -3.009322 -0.718 -0.683 -0.317
H 3.532328 -1.961675 3.599247 -0.207 -0.137 -0.116
C 0.968506 -3.709412 0.766617 1.110 -1.528 0.710
H 1.251869 0.468037 6.426964 0.177 -0.068 0.571
C -2.237246 1.951506 1.277338 0.184 0.177 -1.713
P -0.401065 -1.814949 -0.595759 -0.278 -0.331 -0.486
H -4.515234 -1.847721 4.420399 0.257 0.372 -1.491
C -0.417838 0.420765 2.886899 0.392 1.374 0.775
H 5.068191 1.716290 3.460613 0.165 0.808 -0.535
C -3.121572 -0.923330 3.040718 -0.561 -0.918 -0.048
H 0.305911 4.811449 0.056989 -0.582 0.007 -1.186
H 1.018523 -0.609746 -5.391948 -0.520 -0.666 0.701
H -0.443995 2.582863 3.232530 -0.236 0.656 -0.619
C 0.470849 1.648697 4.824563 -0.057 0.927 -0.446
C -5.053810 -2.278786 2.316495 0.494 0.431 2.018
N -0.226848 4.440718 -0.753982 0.782 -0.273 1.575
N 2.950452 1.343412 -4.631430 -0.019 0.947 1.606
H 0.694638 -1.596377 5.387670 -0.285 -0.478 -0.163
H -5.126135 -2.639801 0.134582 0.351 0.701 1.396
C -3.452729 -1.407412 0.726906 -0.838 -1.247 -1.630
C 2.574798 -0.785025 2.023308 1.646 2.720 0.701
C 2.106437 -4.421295 1.259650 -1.449 0.344 0.050
H 1.464717 -1.013274 -3.009436 -0.167 -0.138 -0.287
Te 1.377603 1.139876 -0.149416 0.023 -0.157 -0.071
C -0.490334 -1.619135 -2.472068 -1.419 -0.173 0.064
Ce -1.315368 1.167275 -2.986818 0.161 -0.070 -0.832
```
Positions in Å, forces in eV/Å.

Orbital gap (alpha / beta) (eV): 6.064 / 6.088
Total charge: +1
Maximum force (eV/Å): 3.3
HOMO (alpha / beta) (eV): -10.366 / -10.366
LUMO level (alpha / beta) (eV): -4.3 / -4.3
ΔE to the lowest compared entry with this formula, charge and spin (kJ/mol): 0.0
2S+1: 1

Density functional theory data (ωB97M-V/def2-TZVPD) for a single C4H5NO molecule at a distorted geometry.

```
11
Properties=species:S:1:pos:R:3:forces:R:3
N 1.582422 0.389171 -0.153302 1.896 -0.543 0.570
C 2.494895 -0.491616 -0.024280 1.745 0.030 0.305
H -0.491694 1.504731 -0.796597 -0.028 -0.439 0.822
H 3.589306 -0.188379 0.051951 -1.728 -0.093 -0.547
C -0.625651 0.779693 0.047784 0.484 0.448 -1.059
C -1.878172 0.102117 -0.063971 -3.810 -2.315 0.189
C -2.922190 -0.547250 -0.044176 2.988 2.154 -0.279
H 2.291506 -1.575563 0.111623 -0.167 0.831 -0.011
H -0.562014 1.251212 1.008532 -0.001 0.748 0.449
H -3.862308 -1.011967 -0.140647 -0.343 -0.307 0.050
O 0.383904 -0.212147 0.003082 -1.037 -0.514 -0.491
```
Positions in Å, forces in eV/Å.

Orbital gap (eV): 10.869
Maximum force (eV/Å): 4.5
HOMO (eV): -9.746
LUMO level (eV): 1.1
SMILES: C#CCON=C
ΔE to the lowest compared entry with this formula, charge and spin (kJ/mol): 428.8
2S+1: 1

Density functional theory data (ωB97M-V/def2-TZVPD) for 10 unconnected molecules or ions with the total composition C37H52Cl36N3 at a distorted geometry.

```
128
Properties=species:S:1:pos:R:3:forces:R:3
H 2.512547 0.559159 -5.054052 -0.135 -0.589 0.893
H 4.756580 3.680319 2.968149 -0.199 -0.464 0.204
H -1.082428 -4.995660 0.047016 0.316 1.133 0.168
Cl -3.944715 -5.996707 -1.803496 -0.022 -0.277 -0.084
H -4.948977 -1.685604 1.618633 -0.544 -0.957 -1.224
H -1.880617 -2.097907 -0.462415 0.481 -0.678 0.441
C 2.820938 -2.718349 -3.764508 -0.674 -1.070 -1.741
C -7.795063 1.896700 5.645913 -0.144 0.155 -0.016
C -6.121652 0.261018 0.329792 -0.437 -0.223 -0.738
Cl 8.029864 1.503135 -1.298968 1.325 0.859 -0.643
H 3.888468 3.332552 4.322998 0.411 -0.359 -0.315
C 1.332945 -3.772656 -1.885684 -0.871 1.147 -0.883
H -0.546889 -4.815008 -2.198537 0.132 0.816 0.581
Cl -1.777119 -0.033812 4.073663 -0.031 -0.004 -0.033
Cl -4.239177 3.737323 4.050419 0.124 0.078 0.020
C 2.020394 1.091187 4.696548 0.053 0.411 -0.654
H 3.279754 -1.577315 -5.574860 -0.841 0.105 0.680
H -7.268813 2.125677 0.063618 -0.305 -0.907 -0.097
H 0.755339 1.320046 -3.726235 0.325 -1.316 0.533
H 1.786202 -0.463464 3.256478 1.476 0.521 -0.195
C 4.082387 0.724975 1.944589 1.020 -0.337 -1.666
C 2.147362 0.571968 3.434727 -0.450 -0.118 2.176
Cl -4.550182 -0.237431 3.249229 1.006 0.016 0.508
C -6.053738 -1.226485 -0.260720 -0.402 1.183 0.399
Cl 10.836186 1.940721 -7.651950 -0.191 -0.027 0.030
H 2.794628 -0.778286 -1.444459 -0.829 0.700 0.358
Cl -3.866217 0.334238 6.033279 0.309 -0.177 -0.116
C 2.432389 -1.605152 -4.827745 1.551 0.377 0.301
H 4.171347 1.765342 -0.089690 0.144 -0.508 0.886
Cl -6.486061 1.374120 4.567739 -0.886 0.319 0.250
C 9.142890 2.512550 -2.257567 0.408 0.083 -0.315
H -6.153900 -2.971888 1.062925 0.707 0.826 0.156
H 0.297935 -3.904913 0.508640 -0.713 -0.274 -0.501
C 6.552403 -0.396513 1.289241 -2.375 1.526 0.158
H -5.522482 -1.129320 -1.245070 -0.331 -0.464 0.924
H 2.039061 3.233263 3.081355 0.611 -0.886 -0.468
H 0.402047 -1.298351 -2.004867 0.310 0.826 -0.176
H -4.666717 -4.083457 -0.308977 0.420 1.064 0.393
C -3.100291 5.076734 3.862262 -0.222 0.112 -0.026
Cl -1.437449 4.444986 3.861639 -0.023 -0.006 0.011
Cl 8.663374 0.091899 -7.164315 0.036 0.139 -0.014
N 4.167220 2.967746 3.406947 -1.371 0.481 -0.025
Cl 1.805328 4.023976 -3.355137 0.016 0.034 -0.022
H 1.649204 -4.623377 -3.925063 -0.175 0.857 0.278
H -7.214705 2.132509 -2.268818 -0.085 -0.829 0.243
Cl -8.945870 2.893638 4.739113 0.137 -0.089 0.089
C -2.972614 -3.370414 0.958289 0.144 -0.441 -0.354
Cl -6.866898 7.107145 -0.464476 -0.066 -0.132 0.086
C -0.632929 -3.976015 -0.112291 0.225 0.210 -0.570
H -6.258120 0.242500 1.444442 0.183 0.028 -0.969
C -5.367219 -2.238495 0.737228 0.029 -0.628 -1.127
Cl 8.329564 4.022439 -2.701432 0.015 -0.188 0.079
Cl 4.006203 -1.012246 5.673695 0.511 -0.416 0.262
C 1.666470 -0.169493 0.400569 -0.271 0.278 -1.174
Cl -6.094975 -7.735246 -2.657533 0.108 0.085 0.162
Cl -8.539161 4.775793 -0.847463 0.087 0.099 0.113
H -7.119573 -1.498311 -0.512442 1.080 -0.052 0.323
C 9.076993 1.734796 -7.688597 0.026 0.028 -0.111
H -1.093160 -2.191578 1.149407 -0.427 -0.632 -0.762
Cl 10.582292 2.876797 -1.294398 -0.226 -0.066 -0.064
H -0.804442 -3.041538 -2.087446 0.831 -0.621 0.115
H 3.113986 3.392660 1.669313 -0.475 -1.269 0.454
Cl 9.612694 1.641639 -3.723101 -0.046 0.013 0.340
H 7.529930 -0.899854 1.137619 -0.898 0.512 0.041
C 4.640367 1.101897 0.664206 1.929 -1.585 0.759
Cl 8.323463 2.908743 -6.594879 -0.020 -0.017 -0.206
C -7.321918 1.068535 -0.294860 0.588 -0.334 -0.633
H -3.936559 -2.558045 -0.907320 0.019 -0.542 0.816
H 6.299665 -1.291685 3.277700 -0.701 0.664 -0.647
C 0.947127 0.207942 -3.575629 0.214 -0.122 -0.307
H -8.286449 0.579748 0.013448 0.878 0.647 -0.081
C -0.222147 -3.890770 -1.642038 0.280 -0.601 0.582
H 3.332274 -2.309532 -2.859798 -0.619 -0.201 -0.657
H -8.216746 0.621261 -2.279360 1.086 0.352 0.061
N 2.707143 1.315553 2.259742 -0.292 0.254 0.544
Cl 6.439803 -0.890985 7.234754 -0.152 -0.095 -0.108
Cl -6.299311 -6.314351 -0.145258 0.094 -0.083 -0.092
C -7.266386 1.080166 -1.895837 -0.393 0.272 0.667
H 1.697298 2.150034 4.877528 1.439 -0.695 -0.223
C 1.995321 -0.036884 -1.157137 0.189 -0.189 -0.397
Cl -3.297417 6.215101 5.202313 0.068 -0.148 -0.148
H 0.603800 -0.536329 0.478461 1.040 0.368 0.075
Cl -3.418681 5.901074 2.329730 0.161 -0.045 0.155
H 2.307630 -0.960312 0.858741 -0.344 0.835 -0.165
Cl -8.625944 0.473475 6.293621 0.128 0.143 -0.083
H 1.921903 -4.602956 -1.426113 -0.630 0.454 -0.473
C -1.601283 -2.812752 0.353754 -0.594 -0.376 0.824
H -5.169773 0.797869 0.051907 -0.751 -0.477 0.584
Cl 4.267906 -2.605337 8.079190 0.107 0.068 -0.178
H 2.271804 0.517405 5.647381 -1.744 0.304 -1.539
C -4.224897 -3.111226 0.027740 -0.470 0.669 0.495
H 1.729137 -2.814524 -1.433209 -0.496 -1.004 -0.163
Cl -7.113590 2.844529 6.980986 -0.022 -0.093 -0.132
C 2.943650 2.781288 2.597806 0.903 2.301 0.292
Cl -8.912305 6.457938 1.477280 0.139 -0.080 -0.113
N 4.608687 -0.108819 2.864680 0.510 1.142 -2.588
C 2.349544 -0.157211 -4.195665 -0.498 0.031 -1.331
Cl -4.419743 -8.497048 -0.425224 -0.070 0.159 -0.075
C 5.815402 -0.619149 2.523436 1.195 -0.295 -0.736
C 1.764504 1.244448 1.087401 -1.830 -0.345 -0.503
Cl 5.807861 -3.277333 5.722958 -0.078 0.151 0.051
Cl 3.543221 3.699703 -5.647840 -0.139 0.058 0.093
Cl -3.382696 -2.287839 4.932080 0.009 0.192 -0.101
C 2.095782 4.518530 -5.035647 0.028 0.083 -0.216
H 0.172631 -0.303816 -4.218272 0.670 0.512 0.699
H 0.647168 -3.103422 -3.890599 0.721 -0.566 0.465
Cl 2.334881 6.271563 -5.100917 -0.028 -0.219 0.039
H 1.527866 -1.877581 -5.438662 0.689 0.287 0.855
H 2.432010 0.970273 -1.416100 -0.367 -0.826 0.462
H 3.563504 -3.396890 -4.275571 -0.527 0.730 0.668
C 5.944461 0.512593 0.315425 -1.057 -1.194 2.341
C -3.400547 -0.553764 4.576011 -0.186 -0.021 0.136
C 0.742619 -0.237312 -2.082294 -0.395 0.533 0.312
H 1.974815 2.076258 0.361663 0.198 -0.999 0.704
C 1.545947 -3.614505 -3.453670 0.769 0.239 1.196
H 3.221979 -0.012168 -3.510621 -0.801 -0.073 -0.394
C -5.190183 -7.136417 -1.258096 -0.029 -0.093 -0.038
H -3.127505 -2.977382 2.001369 -0.024 -0.220 -1.071
C 5.130934 -1.947406 6.679903 -0.022 -0.105 0.263
H 0.737301 1.480332 1.490729 1.162 -0.043 -0.122
H -6.370799 0.544654 -2.291880 -0.825 0.317 0.269
H -0.104970 0.389284 -1.669794 0.774 -0.653 -0.284
Cl -6.550425 4.801470 1.255789 -0.147 0.050 -0.064
H -2.883153 -4.488330 1.066841 0.078 1.063 0.049
C -7.718204 5.785870 0.355028 -0.071 0.001 -0.008
H 6.467896 0.701108 -0.658975 -1.862 -0.531 1.498
Cl 8.484568 1.996318 -9.336815 0.063 -0.040 0.199
Cl 0.699128 4.073124 -6.028434 0.161 0.017 0.154
```
Positions in Å, forces in eV/Å.

Orbital gap (eV): 8.877
Total charge: +1
Maximum force (eV/Å): 2.9
HOMO (eV): -11.628
LUMO level (eV): -2.8
ΔE to the lowest compared entry with this formula, charge and spin (kJ/mol): 255.2
2S+1: 1

Density functional theory data (ωB97M-V/def2-TZVPD) for a molecular structure, C4H6CoLiO at a distorted geometry.

```
13
Properties=species:S:1:pos:R:3:forces:R:3
Li -3.402393 -0.872404 -0.596340 -0.114 -0.128 -0.074
H -1.132333 0.874983 -0.198708 0.206 -0.216 -0.251
C 1.232721 0.187866 -0.630005 -1.279 -0.824 -0.591
H -1.355308 -1.155029 1.274413 0.032 -0.030 -0.326
C 1.957725 0.972806 0.171974 0.739 1.054 0.865
H 2.994522 1.194527 -0.136576 -0.327 -0.088 0.239
H -0.863681 -0.228560 -1.675298 0.044 0.135 0.332
O 1.562924 1.577471 1.277239 0.966 -0.394 -2.304
H 1.589174 -0.331441 -1.518731 -0.112 0.174 0.231
H -1.059014 -2.245516 -0.206750 -0.040 0.296 0.182
C -0.881891 -0.120330 -0.585279 0.606 0.078 0.219
Co 0.546953 1.380942 2.628366 -0.827 -0.060 1.659
C -1.189403 -1.235310 0.195697 0.106 0.002 -0.181
```
Positions in Å, forces in eV/Å.

<S²>: 6.0843
Orbital gap (alpha / beta) (eV): 7.612 / 6.834
Total charge: +2
Maximum force (eV/Å): 2.5
HOMO (alpha / beta) (eV): -16.599 / -16.917
LUMO level (alpha / beta) (eV): -9.0 / -10.1
ΔE to the lowest compared entry with this formula, charge and spin (kJ/mol): 38.4
2S+1: 5

- What is the formula in the second record?
  C4H5NO